Entry from the OMol25 dataset: 14 unconnected molecules or ions with the total composition C58H77N3O32S2 at a distorted geometry (wB97M-V/def2-TZVPD).

Last column: Mulliken charge in e.
Cartesian coordinates (Å):
1 C 31.18 -37.86 -13.54  -0.093
2 C 32.42 -37.32 -12.85  0.105
3 O 32.48 -37.99 -11.57  0.165
4 S 31.51 -39.26 -11.54  1.054
5 O 30.42 -38.94 -10.69  -0.513
6 O 32.23 -40.46 -11.30  -0.597
7 O 31.07 -39.21 -13.06  -0.484
8 H 31.29 -37.89 -14.62  0.385
9 H 30.28 -37.31 -13.24  0.060
10 H 32.34 -36.24 -12.73  -0.378
11 H 33.32 -37.62 -13.38  0.437
12 C 30.27 -33.05 -16.32  -0.368
13 C 31.32 -33.80 -15.56  -0.106
14 O 30.89 -35.17 -15.59  -0.442
15 S 29.28 -35.20 -15.49  0.821
16 O 28.88 -35.39 -14.15  -0.217
17 O 28.82 -36.11 -16.48  -0.685
18 O 29.02 -33.71 -15.96  -0.296
19 H 30.31 -33.18 -17.40  0.347
20 H 30.23 -31.99 -16.09  0.219
21 H 31.33 -33.45 -14.53  -0.078
22 H 32.32 -33.63 -15.93  0.577
23 C 38.04 -30.71 -5.76  -0.547
24 C 38.27 -31.16 -7.06  -1.035
25 C 37.21 -31.71 -7.76  0.094
26 C 35.94 -31.69 -7.23  0.133
27 C 35.68 -31.20 -5.97  -0.605
28 C 36.76 -30.74 -5.22  -0.725
29 N 34.88 -32.34 -8.00  1.122
30 O 35.19 -32.87 -9.04  -0.111
31 O 33.77 -32.40 -7.50  -0.286
32 H 38.91 -30.43 -5.17  0.406
33 H 39.29 -31.19 -7.41  0.526
34 H 37.41 -32.32 -8.63  0.187
35 H 34.70 -31.22 -5.53  0.555
36 H 36.65 -30.48 -4.18  0.423
37 C 33.66 -34.84 -10.48  0.892
38 C 33.63 -34.07 -11.63  -1.157
39 C 32.45 -33.48 -12.06  0.776
40 C 31.29 -33.68 -11.33  0.205
41 C 31.33 -34.37 -10.14  0.620
42 C 32.49 -35.04 -9.75  -0.780
43 N 30.06 -33.03 -11.74  0.841
44 O 29.21 -32.84 -10.90  -0.134
45 O 29.97 -32.69 -12.91  -0.250
46 H 34.56 -35.33 -10.13  -0.721
47 H 34.54 -33.90 -12.19  0.453
48 H 32.49 -32.79 -12.89  -0.999
49 H 30.46 -34.59 -9.53  -0.041
50 H 32.45 -35.55 -8.80  0.155
51 C 32.04 -29.65 -10.55  -0.226
52 C 32.14 -30.52 -9.48  0.929
53 C 31.83 -30.08 -8.20  -0.540
54 C 31.43 -28.76 -8.05  -1.008
55 C 31.19 -27.93 -9.12  -0.631
56 C 31.56 -28.36 -10.39  -0.435
57 N 31.14 -28.28 -6.69  1.232
58 O 31.29 -29.07 -5.77  -0.646
59 O 30.79 -27.13 -6.56  -0.674
60 H 32.36 -29.95 -11.54  0.181
61 H 32.42 -31.56 -9.61  0.214
62 H 31.88 -30.75 -7.36  0.461
63 H 30.77 -26.95 -8.94  0.551
64 H 31.37 -27.72 -11.24  0.450
65 O 24.71 -29.27 -9.47  -0.588
66 C 25.75 -29.60 -8.98  0.366
67 O 26.90 -28.90 -9.21  -0.389
68 C 28.05 -29.65 -8.84  0.535
69 C 27.52 -31.03 -8.53  0.856
70 C 26.09 -30.80 -8.11  -0.447
71 H 28.53 -29.25 -7.93  -0.056
72 H 28.81 -29.70 -9.61  -0.299
73 H 28.15 -31.63 -7.86  0.285
74 H 27.56 -31.66 -9.43  -0.946
75 H 26.01 -30.51 -7.06  0.359
76 H 25.47 -31.68 -8.29  0.308
77 O 28.04 -29.50 -12.83  -0.598
78 C 27.33 -30.42 -13.13  0.518
79 O 27.09 -30.64 -14.46  -0.434
80 C 26.27 -31.80 -14.63  -0.740
81 C 26.44 -32.59 -13.33  0.266
82 C 26.62 -31.48 -12.32  1.247
83 H 26.57 -32.40 -15.48  0.387
84 H 25.23 -31.49 -14.78  0.323
85 H 27.35 -33.19 -13.42  -0.501
86 H 25.60 -33.27 -13.21  0.564
87 H 27.18 -31.82 -11.46  -1.528
88 H 25.67 -31.07 -11.97  0.539
89 O 33.71 -31.25 -15.50  -0.653
90 C 32.89 -30.50 -15.04  0.423
91 O 32.02 -30.95 -14.11  0.161
92 C 30.98 -29.98 -13.82  0.209
93 C 31.59 -28.66 -14.27  -0.602
94 C 32.64 -29.03 -15.32  -0.712
95 H 30.66 -29.87 -12.79  -0.428
96 H 30.11 -30.30 -14.38  0.305
97 H 32.08 -28.10 -13.47  0.014
98 H 30.87 -27.95 -14.69  0.577
99 H 33.58 -28.51 -15.13  0.262
100 H 32.35 -28.93 -16.37  0.286
101 O 26.09 -33.79 -9.91  -0.629
102 C 26.80 -34.75 -10.06  0.499
103 O 27.48 -34.96 -11.21  -0.123
104 C 28.16 -36.23 -11.17  0.234
105 C 28.31 -36.55 -9.69  0.456
106 C 27.14 -35.83 -9.05  -0.626
107 H 29.12 -36.08 -11.66  -0.572
108 H 27.57 -36.98 -11.71  0.423
109 H 29.23 -36.08 -9.33  -0.735
110 H 28.40 -37.60 -9.44  0.701
111 H 27.32 -35.36 -8.09  0.195
112 H 26.23 -36.44 -9.01  0.327
113 O 38.25 -39.69 -9.77  -0.619
114 C 37.16 -39.23 -9.94  0.571
115 O 36.78 -38.65 -11.11  -0.436
116 C 35.33 -38.73 -11.18  -0.241
117 C 34.93 -38.42 -9.76  1.437
118 C 35.97 -39.23 -8.99  -0.551
119 H 35.07 -39.75 -11.47  0.272
120 H 35.01 -38.08 -11.99  -0.004
121 H 33.88 -38.59 -9.55  0.272
122 H 35.06 -37.36 -9.53  -1.085
123 H 35.64 -40.26 -8.81  0.332
124 H 36.23 -38.83 -8.01  0.135
125 O 37.96 -36.26 -7.55  -0.609
126 C 36.97 -35.87 -7.03  0.416
127 O 35.78 -35.91 -7.69  0.105
128 C 34.66 -35.65 -6.81  0.488
129 C 35.25 -35.47 -5.40  -0.526
130 C 36.75 -35.28 -5.66  -0.393
131 H 33.93 -36.44 -6.93  0.427
132 H 34.26 -34.70 -7.17  -0.791
133 H 35.08 -36.34 -4.77  0.354
134 H 34.79 -34.57 -4.99  0.229
135 H 37.36 -35.77 -4.90  0.444
136 H 36.98 -34.21 -5.67  -0.095
137 O 39.59 -32.14 -12.00  -0.625
138 C 39.33 -33.10 -11.33  0.463
139 O 39.59 -33.13 -10.00  -0.402
140 C 39.13 -34.36 -9.41  -0.296
141 C 38.23 -35.02 -10.49  0.719
142 C 38.75 -34.43 -11.79  -0.418
143 H 38.51 -34.11 -8.55  -0.058
144 H 39.92 -35.05 -9.13  0.462
145 H 37.18 -34.80 -10.27  -0.708
146 H 38.34 -36.10 -10.37  0.309
147 H 37.98 -34.24 -12.53  0.269
148 H 39.61 -34.97 -12.17  0.335
149 O 34.27 -27.87 -11.93  -0.572
150 C 35.07 -28.75 -12.03  0.263
151 O 35.43 -29.26 -13.23  -0.334
152 C 36.20 -30.47 -13.07  -0.651
153 C 35.99 -30.90 -11.61  1.140
154 C 35.69 -29.57 -10.91  0.122
155 H 37.24 -30.23 -13.26  0.300
156 H 35.84 -31.19 -13.79  0.356
157 H 36.87 -31.42 -11.22  -0.203
158 H 35.14 -31.58 -11.55  -0.605
159 H 36.56 -29.07 -10.49  0.466
160 H 34.92 -29.72 -10.16  -0.230
161 O 30.13 -35.41 -6.96  -0.587
162 C 30.45 -34.77 -6.00  0.145
163 O 31.06 -33.58 -6.13  0.213
164 C 31.31 -32.96 -4.86  0.064
165 C 31.04 -34.04 -3.79  -0.806
166 C 30.21 -35.09 -4.55  -0.541
167 H 30.68 -32.09 -4.70  0.312
168 H 32.35 -32.63 -4.82  -0.111
169 H 30.47 -33.66 -2.95  0.368
170 H 31.98 -34.49 -3.47  0.232
171 H 29.14 -34.97 -4.37  0.351
172 H 30.49 -36.11 -4.31  0.343


Entry from the OMol25 dataset: 8 unconnected molecules or ions with the total composition C58H78F10N9O3PS at a distorted geometry (wB97M-V/def2-TZVPD).

Last column: Mulliken charge in e.
Cartesian coordinates (Å):
1 C 3.76 3.50 3.14  -1.065
2 C 2.39 3.33 3.78  -1.152
3 C 1.82 2.00 3.37  -0.535
4 F 0.55 1.85 3.94  -0.306
5 C 1.74 1.79 1.89  0.170
6 C 1.66 2.85 1.02  -1.093
7 C 1.57 2.68 -0.34  1.500
8 C 1.33 3.93 -1.14  -0.690
9 C -0.05 4.48 -0.88  -0.220
10 C -0.22 5.69 -0.26  -0.619
11 C -1.49 6.17 0.02  -1.055
12 C -2.60 5.43 -0.31  0.660
13 C -3.99 5.86 0.00  -1.256
14 C -2.42 4.22 -0.95  0.106
15 C -1.16 3.75 -1.23  -0.688
16 C 1.67 1.41 -0.87  -0.667
17 O 1.64 1.21 -2.22  -0.319
18 C 2.65 1.81 -3.04  -1.840
19 C 4.03 1.99 -2.44  3.349
20 C 4.31 3.38 -1.89  -1.584
21 O 4.96 1.66 -3.48  -0.575
22 C 1.74 0.31 -0.01  -0.429
23 C 1.73 0.52 1.35  1.185
24 S 1.70 -0.86 2.45  -0.559
25 C 0.63 -1.86 1.49  0.710
26 C -0.34 -2.62 2.10  -0.918
27 C -1.17 -3.43 1.35  0.215
28 P -2.44 -4.35 2.27  -0.124
29 N -3.23 -5.13 0.96  -0.353
30 O -1.61 -5.61 2.92  -0.514
31 C -1.01 -3.48 -0.02  -0.818
32 C -0.06 -2.69 -0.63  -0.457
33 C 0.76 -1.88 0.12  -0.886
34 N 1.76 -1.06 -0.51  1.083
35 C 3.04 -1.70 -0.59  1.411
36 F 4.01 -0.79 -0.62  0.029
37 F 3.27 -2.52 0.47  -0.446
38 C 3.27 -2.67 -1.79  -0.129
39 F 4.50 -3.17 -1.61  -0.372
40 F 2.39 -3.68 -1.71  -0.235
41 C 3.26 -2.15 -3.24  0.794
42 F 4.01 -3.00 -3.96  -0.350
43 F 3.84 -0.96 -3.27  -0.240
44 C 1.93 -2.10 -4.02  0.306
45 F 1.46 -3.32 -4.21  -0.303
46 F 0.99 -1.40 -3.42  0.052
47 F 2.16 -1.54 -5.20  -0.316
48 H 4.20 2.52 3.02  0.124
49 H 4.43 4.07 3.76  0.514
50 H 3.71 3.98 2.18  0.336
51 H 2.50 3.30 4.86  0.545
52 H 1.71 4.14 3.57  0.430
53 H 2.45 1.24 3.82  0.541
54 H 1.60 3.84 1.41  0.805
55 H 2.05 4.67 -0.82  0.649
56 H 1.42 3.76 -2.19  -0.129
57 H 0.64 6.27 0.02  0.444
58 H -1.61 7.10 0.53  0.408
59 H -4.51 6.21 -0.88  0.329
60 H -4.03 6.59 0.79  0.406
61 H -4.53 5.00 0.36  0.012
62 H -3.29 3.66 -1.21  0.162
63 H -1.04 2.80 -1.71  0.604
64 H 2.30 2.76 -3.44  0.496
65 H 2.76 1.16 -3.89  0.578
66 H 4.21 1.27 -1.65  -2.056
67 H 3.71 4.13 -2.38  0.446
68 H 4.09 3.43 -0.84  0.152
69 H 5.36 3.61 -2.00  0.680
70 H 5.31 2.47 -3.84  0.462
71 H -0.45 -2.57 3.16  0.411
72 H -3.82 -4.44 0.52  0.245
73 H -3.87 -5.79 1.40  0.123
74 H -1.81 -5.57 3.86  0.344
75 H -1.63 -4.11 -0.63  1.118
76 H 0.05 -2.70 -1.69  0.062
77 C -3.45 4.42 5.89  -1.180
78 C -3.54 2.90 5.79  -0.256
79 C -2.42 2.29 4.93  -0.347
80 C -2.47 2.80 3.57  0.191
81 N -2.52 3.21 2.50  -0.327
82 H -3.56 4.89 4.91  0.273
83 H -4.24 4.81 6.53  0.334
84 H -2.49 4.72 6.32  0.362
85 H -4.51 2.61 5.37  0.083
86 H -3.49 2.45 6.78  0.352
87 H -2.50 1.21 4.89  0.363
88 H -1.44 2.54 5.35  0.186
89 C -3.31 -9.42 1.02  -1.067
90 C -3.51 -9.52 2.53  -0.330
91 C -4.96 -9.27 2.96  -0.420
92 C -5.40 -7.93 2.58  0.316
93 N -5.74 -6.89 2.24  -0.484
94 H -3.53 -8.42 0.66  0.267
95 H -2.27 -9.64 0.76  0.316
96 H -3.95 -10.13 0.49  0.328
97 H -2.86 -8.81 3.04  0.225
98 H -3.23 -10.52 2.88  0.306
99 H -5.07 -9.36 4.04  0.272
100 H -5.64 -9.99 2.49  0.290
101 C -8.54 3.34 2.16  -1.361
102 C -7.25 2.69 1.69  -0.298
103 C -6.08 2.88 2.68  -0.164
104 C -5.79 4.30 2.86  0.329
105 N -5.58 5.41 2.99  -0.669
106 H -8.42 4.42 2.26  0.354
107 H -9.35 3.15 1.45  0.394
108 H -8.85 2.95 3.13  0.316
109 H -6.95 3.09 0.72  -0.067
110 H -7.40 1.62 1.56  0.461
111 H -5.18 2.39 2.31  0.282
112 H -6.33 2.45 3.65  0.439
113 C 5.84 0.37 0.07  -0.202
114 C 7.29 0.58 0.49  -0.346
115 C 7.42 1.49 1.72  -0.692
116 C 6.86 2.81 1.47  0.320
117 N 6.37 3.83 1.29  -0.570
118 H 5.38 1.32 -0.21  0.002
119 H 5.78 -0.30 -0.79  0.156
120 H 5.25 -0.07 0.88  0.112
121 H 7.86 1.01 -0.33  0.443
122 H 7.75 -0.38 0.72  0.024
123 H 8.46 1.61 2.03  0.439
124 H 6.87 1.05 2.57  0.361
125 C -2.73 -4.75 -5.35  -1.209
126 C -2.65 -3.24 -5.16  -0.657
127 C -2.23 -2.85 -3.73  0.335
128 C -3.18 -3.33 -2.73  0.282
129 N -3.88 -3.75 -1.94  -0.500
130 H -3.49 -5.19 -4.70  0.336
131 H -2.99 -4.99 -6.38  0.385
132 H -1.77 -5.22 -5.13  0.284
133 H -3.61 -2.79 -5.39  0.341
134 H -1.92 -2.82 -5.85  0.362
135 H -2.15 -1.77 -3.61  0.360
136 H -1.25 -3.28 -3.50  -0.239
137 C -7.58 3.20 -3.27  -1.030
138 C -6.14 3.45 -3.67  -0.276
139 C -5.21 2.30 -3.27  -0.515
140 C -5.20 2.08 -1.83  0.240
141 N -5.21 2.01 -0.69  -0.425
142 H -7.69 3.11 -2.18  0.176
143 H -8.22 4.03 -3.59  0.356
144 H -7.97 2.29 -3.72  0.307
145 H -5.77 4.37 -3.20  0.189
146 H -6.06 3.59 -4.74  0.335
147 H -4.18 2.50 -3.59  0.299
148 H -5.53 1.37 -3.75  0.391
149 C 9.60 -4.28 -2.65  -1.129
150 C 9.98 -4.01 -1.19  -0.608
151 C 9.16 -2.87 -0.57  -0.170
152 C 9.35 -1.61 -1.27  0.336
153 N 9.53 -0.64 -1.85  -0.533
154 H 9.80 -3.41 -3.27  0.361
155 H 10.18 -5.11 -3.04  0.340
156 H 8.54 -4.53 -2.74  0.264
157 H 11.04 -3.76 -1.12  0.315
158 H 9.82 -4.91 -0.60  0.342
159 H 9.44 -2.72 0.47  0.356
160 H 8.09 -3.11 -0.59  0.190


Relative energy (zero: lowest compared OMol25 entry of this formula, charge and spin)
In order: 0.00, 0.00
Unit: kcal per mole
HOMO energy
In order: -9.8299, -7.8849
Unit: eV